Entry 1:
Here is C3H6O2S in the gas phase in a non-equilibrium geometry from the OMol25 dataset. Energies are from ωB97M-V/def2-TZVPD.

For the molar mass, the calculation gives 106.15 g/mol. As for the energy above the lowest of the compared OMol25 structures with the same formula, charge and spin: 132.34 kJ/mol. The electronic energy is -18137.576 eV. As for the frontier orbital gap: 9.7782 eV. As for the SMILES: O=C(CO)CS.

Geometry (Å):
C 0.287243 1.111464 0.333338
C -0.186935 0.028430 -0.563681
C -0.032023 -1.462797 -0.211746
H -1.569113 2.249350 -0.569847
H 0.210762 0.806780 1.375544
H 1.368876 1.138219 0.275172
H 0.010587 -1.947238 -1.170416
H -1.004914 -1.700111 0.244837
H 0.972761 -1.503385 1.399884
O -0.659576 0.303382 -1.654959
O 1.104669 -1.793615 0.499174
S -0.502336 2.769521 0.042699

Atomic forces in eV per Å
C -0.12 0.48 1.10
C -0.10 -0.04 -2.10
C -0.92 1.33 -0.67
H -0.03 0.02 -0.10
H -0.64 0.04 0.27
H 0.38 0.43 -0.65
H -0.02 -0.35 -0.33
H 0.27 -0.43 0.29
H 0.21 -0.06 0.47
O -0.06 -0.37 0.89
O 0.34 -0.15 0.57
S 0.68 -0.91 0.26

---

Entry 2:
Here is C4H9N2P in the gas phase in a non-equilibrium geometry from the OMol25 dataset. Energies are from ωB97M-V/def2-TZVPD.

For the molar mass, the calculation gives 116.10 g/mol. As for the energy above the lowest of the compared OMol25 structures with the same formula, charge and spin: 467.42 kJ/mol. The electronic energy is -16558.042 eV. As for the frontier orbital gap: 9.2403 eV. As for the SMILES: CC[C@]1([PH]#N)CN1.

Geometry (Å):
C 0.216101 0.004903 0.421230
C 1.470521 -0.203336 0.983052
C -0.696029 -0.349163 -1.841211
C -0.598205 -0.975310 -0.441180
N -1.546310 2.644514 0.096878
N 0.314750 -0.079174 1.831120
P -0.351287 1.850050 0.521477
H 1.888008 -1.216463 0.817989
H 2.220814 0.513075 1.097106
H -0.742925 0.763369 -1.842891
H -1.333040 -0.810427 -2.576974
H 0.292940 -0.452359 -2.310339
H -0.133077 -1.885648 -0.715129
H -1.670064 -0.947132 -0.080611
H 0.050411 -0.917227 2.353799
H 0.617391 2.060329 1.685683

Atomic forces in eV per Å
C -4.35 0.69 -2.06
C 2.49 -2.50 0.69
C 2.07 1.48 -0.79
C -1.71 3.05 -0.80
N 0.35 -0.28 -0.08
N 0.41 -1.17 2.18
P 1.21 -0.34 1.05
H -0.27 0.58 0.20
H 1.03 1.37 0.03
H -0.94 -0.78 0.09
H -0.78 -0.09 0.23
H 0.13 -0.26 0.03
H 0.24 -1.44 1.12
H 1.33 -0.86 0.13
H -0.13 0.17 -0.70
H -1.09 0.38 -1.33

---

Entry 3:
Here is C22H23FN4O2 in the gas phase from the OMol25 dataset. Energies are from ωB97M-V/def2-TZVPD.

For the molar mass, the calculation gives 394.45 g/mol. As for the energy above the lowest of the compared OMol25 structures with the same formula, charge and spin: 0.00 kJ/mol. The electronic energy is -35961.548 eV. As for the frontier orbital gap: 8.6583 eV. As for the SMILES: O=c1cc(N2CCN(Cc3ccccc3)CC2)[nH]c(=O)n1Cc1ccc(F)cc1.

Geometry (Å):
O -2.726069 -1.286566 -2.597983
C -2.109440 -1.437649 -1.560039
C -0.688441 -1.541320 -1.459471
C -0.051824 -1.708683 -0.261899
N 1.295396 -1.862859 -0.126159
C 2.216957 -1.176040 -1.013769
H 3.065418 -1.839002 -1.207394
C 2.694304 0.128443 -0.345995
N 3.285863 -0.074284 0.961931
C 2.395235 -0.836954 1.811074
C 1.937117 -2.146826 1.143370
H 2.813714 -2.767013 0.926601
H 1.287470 -2.728480 1.797244
H 1.519735 -0.209285 2.013238
H 2.894393 -1.048339 2.758494
C 4.659174 -0.550823 0.926478
C 5.561053 0.488911 0.314205
C 5.488413 1.806358 0.750863
C 6.312230 2.771905 0.203351
C 7.222606 2.430765 -0.783895
C 7.301126 1.121066 -1.222895
C 6.471052 0.155617 -0.678446
H 6.535654 -0.865844 -1.027665
H 8.007489 0.848954 -1.993321
H 7.868084 3.184202 -1.210127
H 6.247225 3.793354 0.548065
H 4.772473 2.063221 1.516518
H 4.780095 -1.503003 0.384476
H 4.969631 -0.718078 1.963490
H 1.829840 0.789216 -0.220249
H 3.422517 0.629768 -0.984854
H 1.737072 -0.945620 -1.960403
N -0.838879 -1.784028 0.861270
C -2.220622 -1.713283 0.873839
O -2.819989 -1.805742 1.923007
N -2.810119 -1.541911 -0.341130
C -4.266852 -1.431217 -0.374443
C -4.690179 -0.001380 -0.163629
C -4.731451 0.875524 -1.241367
C -5.081532 2.200616 -1.055474
C -5.386056 2.633069 0.222251
C -5.344579 1.783963 1.312612
C -4.991808 0.461394 1.111040
H -4.938357 -0.216636 1.948995
H -5.584342 2.159136 2.295055
F -5.730357 3.927078 0.412189
H -5.120793 2.893784 -1.880902
H -4.478258 0.514535 -2.226650
H -4.664052 -2.072050 0.414767
H -4.583602 -1.783797 -1.358134
H -0.429804 -1.867314 1.780267
H -0.156911 -1.510081 -2.392682

Atomic forces in eV per Å
O -0.11 0.02 -0.16
C 0.22 0.01 0.18
C 0.35 0.13 -0.07
C -0.45 -0.09 -0.53
N -0.06 -0.12 0.22
C 0.17 0.42 -0.16
H -0.06 0.00 -0.06
C -0.12 -0.11 -0.27
N 0.03 0.06 0.15
C -0.05 -0.25 0.02
C 0.08 0.25 0.38
H -0.11 -0.03 0.07
H 0.05 -0.06 -0.04
H -0.03 -0.08 0.07
H -0.03 0.02 0.02
C -0.03 -0.01 0.05
C 0.10 -0.08 -0.05
C 0.02 -0.03 0.00
C -0.02 0.06 0.05
C 0.08 0.02 -0.08
C 0.10 0.05 -0.08
C -0.07 -0.04 0.09
H -0.02 -0.10 -0.03
H 0.06 -0.01 -0.07
H 0.05 0.06 -0.04
H -0.01 0.08 0.03
H -0.09 0.05 0.08
H 0.07 0.03 0.07
H -0.04 -0.10 -0.06
H 0.00 0.00 -0.10
H -0.08 0.05 -0.04
H 0.05 -0.07 0.00
N 0.53 -0.12 0.29
C 0.18 -0.08 0.00
O -0.20 0.02 0.29
N -0.18 -0.15 -0.12
C -0.21 0.00 0.00
C -0.03 -0.13 0.00
C -0.05 -0.01 0.09
C -0.07 0.19 0.14
C 0.05 -0.11 0.00
C -0.05 0.25 -0.07
C -0.02 0.01 -0.12
H 0.00 -0.07 0.08
H -0.03 0.06 0.08
F 0.02 -0.11 -0.02
H -0.02 0.09 -0.07
H 0.02 -0.04 -0.10
H 0.03 0.05 -0.16
H 0.04 0.00 0.21
H -0.16 0.05 -0.15
H 0.08 -0.03 -0.04

---

Entry 4:
Here is a 9-piece molecular cluster, C14H46NO9 overall in a non-equilibrium geometry from the OMol25 dataset. Energies are from ωB97M-V/def2-TZVPD.

For the molar mass, the calculation gives 372.52 g/mol. As for the energy above the lowest of the compared OMol25 structures with the same formula, charge and spin: 0.00 kJ/mol. The electronic energy is -35177.920 eV. As for the total charge: -1. As for the frontier orbital gap: 5.8838 eV.

Geometry (Å):
C -17.153853 14.625932 -22.852351
C -18.154265 13.637761 -23.346378
O -17.749033 12.339978 -23.740033
H -17.630378 15.599156 -22.734580
H -16.353234 14.851934 -23.556637
H -16.890721 14.251840 -21.862942
H -18.675512 14.143078 -24.159428
H -18.871029 13.476187 -22.541247
C -14.625614 13.935549 -19.478577
C -14.711330 13.153230 -18.126843
O -13.429418 13.029730 -17.523247
H -15.617037 14.239894 -19.814064
H -14.200920 13.305058 -20.259739
H -14.017808 14.835490 -19.384932
H -15.177878 12.186882 -18.318135
H -15.299331 13.620408 -17.336848
H -12.992985 12.493991 -18.189661
C -14.954521 17.289772 -21.873164
C -13.636296 18.095314 -21.695875
O -13.237035 18.205732 -20.338748
H -14.873286 16.212126 -21.731075
H -15.258219 17.432430 -22.910237
H -15.685907 17.571543 -21.115677
H -13.841074 19.119066 -22.009082
H -12.812329 17.589575 -22.199254
H -12.342397 17.860546 -20.293249
C -19.512581 11.469802 -20.338344
C -18.007369 11.817037 -20.257768
O -17.346895 11.039910 -21.292973
H -19.835347 11.434352 -21.378861
H -20.039214 12.277010 -19.829252
H -19.824804 10.595747 -19.766814
H -17.869624 11.470719 -19.233468
H -17.794769 12.885940 -20.276614
H -17.540482 11.513970 -22.104992
C -19.375997 16.850791 -19.072002
C -18.487877 15.645829 -18.980311
O -17.554138 15.743984 -18.007612
H -20.010155 17.012671 -19.943624
H -18.741602 17.735066 -19.132872
H -20.066617 16.913609 -18.231044
H -17.762528 15.554159 -19.788737
H -19.189628 14.811921 -18.964458
H -16.774933 16.222540 -18.299889
C -20.872883 15.821342 -25.887780
C -20.292746 16.300496 -27.233244
C -19.760940 17.784431 -27.237053
O -19.109593 18.259338 -28.414823
C -19.149950 19.628228 -28.614553
N -19.084465 15.455334 -27.512110
H -21.763190 16.406400 -25.657190
H -20.272131 15.902257 -24.981882
H -21.253353 14.803400 -25.803331
H -21.068596 16.142900 -27.982459
H -18.933733 17.783333 -26.527248
H -20.518453 18.417959 -26.775617
H -18.515853 19.856523 -29.471231
H -18.717680 20.143508 -27.756812
H -20.167029 19.986183 -28.774275
H -19.165879 15.308980 -28.508126
H -18.278980 16.038319 -27.334821
O -15.490099 12.994946 -25.817337
H -15.606159 13.642805 -26.512342
H -15.889816 13.396439 -25.045801
O -18.419945 12.772757 -26.989939
H -19.155442 12.976422 -27.567687
H -18.290405 13.569957 -26.476207
O -21.021350 12.059181 -23.927752
H -20.148177 12.298956 -23.617414
H -21.600220 12.722206 -23.551527

Atomic forces in eV per Å
C 0.08 0.41 0.58
C -0.30 -2.62 -1.32
O 0.13 1.85 1.04
H -0.34 0.22 0.30
H 0.50 -0.56 0.21
H 1.05 0.33 -0.04
H -0.65 0.23 -0.63
H -0.72 0.66 0.64
C -0.34 -0.26 1.00
C -0.40 1.00 -0.35
O 0.07 -0.60 -0.64
H -0.09 -0.12 -0.03
H 0.01 -0.07 0.00
H 0.06 0.00 0.17
H 0.10 -0.22 0.00
H -0.32 0.40 -0.46
H 0.83 -0.12 0.27
C 1.03 -0.07 0.23
C -1.02 -0.73 0.45
O 0.17 -0.23 0.63
H 0.52 -0.06 -0.05
H -0.54 0.14 0.17
H -0.21 0.55 -0.38
H 0.32 -0.05 -0.62
H -0.21 0.38 -0.73
H -0.10 0.04 0.31
C -0.19 1.53 -0.06
C -1.30 -2.23 -0.71
O 0.26 0.45 3.15
H -0.17 -0.18 0.10
H -0.40 0.34 -0.08
H 0.48 -0.39 -0.39
H 1.53 -0.18 -0.02
H -0.05 0.07 -0.37
H -0.02 0.64 -2.00
C -0.12 1.57 -0.30
C -0.36 0.26 -3.19
O 1.03 -0.28 4.22
H 0.04 -0.91 -0.37
H 0.03 0.29 0.54
H 0.28 0.09 0.30
H -1.44 -0.27 -1.71
H 0.80 -0.74 0.63
H -0.22 -0.07 -0.16
C -1.02 1.06 0.66
C 1.78 -0.13 0.70
C 0.13 -0.71 1.37
O -1.13 -1.60 -0.47
C 0.21 0.44 0.25
N -1.62 0.47 -0.62
H -0.24 0.36 0.01
H 0.71 0.30 -0.37
H 0.41 -0.27 -0.94
H 0.18 0.04 -0.26
H -0.10 -0.14 0.74
H -0.23 0.62 -0.66
H -0.18 -0.04 -0.10
H -0.01 0.30 0.23
H -0.13 0.16 -0.10
H 0.87 -0.27 -0.23
H 0.29 -0.15 -0.25
O 0.71 0.13 -0.34
H -0.11 0.04 -0.25
H -0.57 -0.45 0.56
O 0.28 -0.82 -0.37
H -0.10 0.23 0.10
H -0.17 0.05 0.19
O -0.71 -0.13 -0.13
H 1.00 -0.12 -0.18
H -0.12 0.13 0.12

---

Entry 5:
Here is C18H3Cl32F17O4S as an isolated structure in a non-equilibrium geometry from the OMol25 dataset. Energies are from ωB97M-V/def2-TZVPD.

For the molar mass, the calculation gives 1772.75 g/mol. The electronic energy is -484646.151 eV. As for the frontier orbital gap: 10.4149 eV.

Geometry (Å):
O 2.651104 1.383207 -0.373748
S 4.053428 0.917941 -0.669195
O 4.735941 2.171588 -1.106097
O 4.820520 -0.001462 0.530737
C 3.970913 -1.210444 0.477640
C 4.132066 -1.642836 -1.047762
C 3.244806 -2.789095 -1.689159
F 2.602371 -2.288497 -2.848723
F 4.157626 -3.771942 -2.180294
C 2.255880 -3.570835 -0.712800
F 2.904129 -4.077469 0.430074
F 1.847877 -4.726697 -1.441806
C 0.886430 -2.758076 -0.421833
F -0.005566 -3.161593 -1.451025
F 1.069286 -1.365436 -0.646560
C 0.278530 -2.916845 1.033853
F 1.212931 -2.295349 1.916919
F 0.215014 -4.253755 1.481245
C -1.104865 -2.164702 1.314191
F -1.377280 -2.425971 2.689065
F -0.972968 -0.753904 1.271837
C -2.370129 -2.708756 0.510389
F -2.229093 -4.049544 0.061174
F -3.432907 -2.783305 1.455072
C -2.921333 -1.770184 -0.654559
F -3.738326 -0.788717 -0.021713
F -1.959192 -1.066917 -1.370972
C -3.929570 -2.542208 -1.657663
F -4.499140 -1.530970 -2.463766
F -4.982306 -3.126224 -0.943294
F -3.285513 -3.433799 -2.501975
O 3.987484 -0.371281 -1.770632
H 4.543234 -1.981687 1.080233
H 2.986961 -0.806922 0.869146
H 5.226759 -1.938385 -1.169090
C -4.350938 -5.173202 4.247990
Cl -5.915073 -4.391220 3.940121
Cl -4.601042 -6.910052 4.523736
Cl -3.289230 -4.941753 2.844571
Cl -3.598820 -4.447889 5.683933
C 1.848514 1.656569 3.587427
Cl 3.092221 2.007867 2.374925
Cl 1.238019 3.176298 4.272840
Cl 0.518339 0.773877 2.811135
Cl 2.543813 0.659763 4.883716
C -0.421625 5.832519 1.285899
Cl 0.348854 7.389657 1.653174
Cl -1.378117 5.298567 2.685611
Cl -1.491261 6.015981 -0.118767
Cl 0.828122 4.623618 0.923948
C -3.763753 5.767107 -3.318668
Cl -2.995524 7.328872 -2.961961
Cl -4.709398 5.240604 -1.911069
Cl -4.842926 5.941706 -4.720046
Cl -2.511803 4.555415 -3.674167
C -4.044861 1.454472 2.963470
Cl -4.775486 1.355152 1.348056
Cl -2.980307 0.059327 3.222931
Cl -3.096268 2.951065 3.079755
Cl -5.323774 1.456823 4.196276
C 3.918299 4.640403 -3.632001
Cl 3.229168 3.380187 -4.676987
Cl 5.490589 4.099815 -3.012184
Cl 4.132751 6.134476 -4.568876
Cl 2.817826 4.947399 -2.272118
C 2.261599 -6.320990 3.967114
Cl 3.592144 -7.467145 4.232252
Cl 2.611591 -5.325456 2.539062
Cl 0.750871 -7.216919 3.705770
Cl 2.089596 -5.273249 5.390754
C -0.439701 6.264441 -6.695515
Cl -0.320960 5.129428 -8.056440
Cl -0.046690 7.903759 -7.255626
Cl -2.091562 6.239468 -6.046203
Cl 0.701737 5.784331 -5.422748

Atomic forces in eV per Å
O 3.19 -3.28 -0.25
S -2.81 4.53 -0.73
O 0.45 -4.79 1.00
O -1.65 0.92 -2.23
C 1.16 -0.46 0.37
C 0.70 1.16 0.51
C 1.26 0.01 -1.79
F 0.73 -1.23 2.76
F -1.71 1.67 1.18
C -0.74 -2.27 -1.19
F -0.97 2.00 -2.62
F 0.87 2.23 1.59
C -0.59 0.89 -1.85
F 1.42 0.75 2.56
F -0.04 -2.76 0.75
C 1.29 -0.20 2.06
F -1.61 -0.99 -1.89
F -0.46 2.87 -1.66
C -0.18 0.60 2.57
F 0.82 0.23 -2.72
F -0.31 -3.45 -1.03
C -2.17 -0.98 0.92
F 0.37 2.86 0.69
F 2.15 0.92 -2.49
C -1.22 1.59 -0.04
F 1.89 -2.17 -1.36
F -1.46 -1.75 1.29
C -1.11 0.91 -1.14
F 1.20 -2.28 1.59
F 2.66 0.89 -1.68
F -1.46 1.61 2.04
O 0.18 0.65 1.39
H -1.21 1.04 -0.27
H 0.76 -1.43 -0.60
H -1.52 0.08 0.09
C 0.08 -0.07 0.00
Cl 0.25 -0.10 0.03
Cl 0.02 0.25 -0.02
Cl -0.26 -0.80 0.79
Cl -0.10 -0.10 -0.23
C -0.04 0.10 0.02
Cl -0.19 0.12 0.64
Cl 0.09 -0.28 -0.07
Cl 0.44 0.37 0.32
Cl -0.09 0.09 -0.17
C 0.06 -0.05 -0.14
Cl -0.13 -0.25 -0.04
Cl 0.40 0.49 -0.16
Cl 0.19 -0.02 0.25
Cl -0.21 0.16 0.03
C 0.10 -0.13 0.11
Cl -0.17 -0.22 0.00
Cl 0.13 0.09 -0.21
Cl 0.00 -0.04 0.27
Cl -0.42 -0.23 0.82
C -0.09 0.07 0.06
Cl -0.01 0.27 0.44
Cl -0.35 0.27 0.12
Cl -0.32 -0.62 -0.08
Cl 0.17 -0.01 -0.18
C 0.15 -0.03 0.12
Cl 0.10 0.14 0.16
Cl -0.21 0.36 -0.37
Cl -0.02 -0.19 0.12
Cl 0.13 -0.06 -0.22
C 0.05 0.00 0.04
Cl -0.20 0.16 -0.03
Cl 0.08 -0.70 0.95
Cl 0.22 0.17 0.02
Cl 0.02 -0.15 -0.22
C -0.04 0.04 0.06
Cl -0.01 0.16 0.19
Cl -0.03 -0.23 0.07
Cl 0.60 0.48 -1.12
Cl -0.25 0.09 -0.21

---

Entry 6:
Here is C5H7F3O3S in the gas phase in a non-equilibrium geometry from the OMol25 dataset. Energies are from ωB97M-V/def2-TZVPD.

For the molar mass, the calculation gives 204.17 g/mol. As for the energy above the lowest of the compared OMol25 structures with the same formula, charge and spin: 106.65 kJ/mol. The electronic energy is -30425.109 eV. As for the frontier orbital gap: 11.1188 eV. As for the SMILES: C/C=C(\OC)C(F)(F)S(=O)(=O)F.

Geometry (Å):
C 0.038946 -1.202509 -0.969600
C -0.978671 -0.376157 -1.040086
C 1.389241 -0.591740 -0.664767
C -1.346637 1.214686 0.686194
C -2.540898 -0.885932 -1.531800
O -3.637958 1.587058 -1.216437
O -2.173968 1.297944 -3.260785
O -1.016783 0.913484 -0.679879
F -2.520666 -1.835561 -2.463260
F -3.404252 -1.216760 -0.543873
F -4.201554 0.148319 -3.083396
S -3.013928 0.755040 -2.222918
H -0.001466 -2.105696 -1.440242
H 1.846031 -0.549104 -1.712988
H 1.856110 -1.229649 -0.020072
H 0.998368 0.405664 -0.183712
H -1.054010 2.338009 0.852679
H -0.932917 0.636982 1.409963
H -2.464471 1.301978 0.863132

Atomic forces in eV per Å
C 0.82 2.71 -0.03
C -3.81 -2.56 0.16
C -3.21 2.41 -2.00
C -2.67 5.08 -1.26
C 3.60 1.51 1.14
O 0.85 -1.26 -1.19
O -0.17 -0.96 1.66
O 0.20 0.41 0.70
F -0.12 0.20 0.27
F 0.63 0.20 -0.68
F -0.30 -0.02 0.29
S -2.20 2.18 -1.47
H -0.42 -2.61 -0.81
H 0.04 0.50 1.81
H 1.89 -1.27 1.72
H 2.17 -1.56 -1.03
H -0.06 -2.19 -0.41
H 1.61 -2.09 1.70
H 1.14 -0.68 -0.56

---

- Look up the frontier orbital gap of the third one.
  8.6583 eV

---

- Look up the frontier orbital gap of the first one.
  9.7782 eV